(1)
Entry from the Open Molecules 2025 dataset: a molecular structure, C28H44BrCuN3P2 (the ωB97M-V functional and the def2-TZVPD basis).

Properties
LUMO level (alpha / beta) = -8.60 / -8.84 eV
largest force on an atom = 0.086 Eh/bohr
multiplicity = 2
HOMO-LUMO gap (alpha / beta) = 4.5 / 4.3 eV
net charge = +2

Each line ends with the Löwdin charge.
CARTESIAN COORDINATES (ANGSTROEM)
Br 0.767702 -2.846377 -1.997558  0.297
Cu 1.567252 -0.794193 -1.261347  0.045
P -1.737318 -4.406080 -0.234550  1.145
P -0.710689 0.131080 -1.645710  0.913
N 0.799561 -0.529260 0.861723  -0.045
N 0.091266 6.877335 1.526152  0.080
N -0.380522 -0.571846 1.525906  -0.014
C 1.750241 6.083383 -0.005404  -0.006
C -0.453115 2.783423 -0.527891  -0.127
C -1.498343 -6.532366 -2.297239  -0.107
C -0.325092 0.137830 -4.478368  -0.139
C 4.079297 2.596801 -1.212616  -0.168
C -0.279087 -0.138611 2.805923  -0.055
C 0.560696 -6.317235 0.181343  -0.124
C -1.306619 -0.195539 -3.361136  -0.413
C -0.277014 -5.136934 0.682777  -0.387
C -2.367924 0.423274 -0.873778  -0.403
C 3.129498 0.156099 -1.530209  -0.167
C 4.517738 1.603124 -0.277878  0.010
C -0.115465 1.888184 -1.708884  -0.370
C 0.447659 5.949934 2.416675  -0.111
C 4.015561 0.312309 -0.465523  -0.067
C -3.244834 -5.257495 0.454421  -0.381
C 0.698610 6.937179 0.343001  -0.113
C 2.137823 5.086959 0.915913  -0.221
C 3.574408 3.850132 -0.720068  -0.011
C 1.688120 -0.107276 1.772501  -0.131
C 1.063990 0.163126 2.995134  -0.043
C -3.354164 -0.737913 -0.978256  -0.139
C 3.109925 0.972057 -2.669912  -0.059
C 3.734277 2.213504 -2.530501  0.019
C -1.772504 -5.070246 -1.973270  -0.412
C -3.221971 -6.716071 0.856598  -0.113
C 3.060072 4.021446 0.541894  0.024
C 1.451999 5.019835 2.144706  -0.009
H -4.038041 -5.099372 -0.285435  0.089
H -0.099479 3.796220 -0.747098  0.074
H -4.126831 -6.941165 1.432039  0.097
H 4.198575 -0.477439 0.261671  0.123
H -1.640393 -6.680136 -3.377468  0.101
H -0.463062 -6.795013 -2.076599  0.059
H 0.455728 -0.625384 -4.553015  0.064
H -1.122510 -0.071566 3.487107  0.132
H 3.548278 4.682697 -1.439344  0.127
H -0.853659 0.167129 -5.440179  0.090
H -2.379364 -6.974326 1.498556  0.076
H -2.757376 -4.781465 -2.372312  0.088
H 3.261880 3.268167 1.313195  0.124
H -1.034421 -4.453910 -2.517348  -0.034
H 5.114322 1.848525 0.600841  0.139
H -3.314177 -1.387995 -0.099764  0.050
H -2.221289 0.702880 0.181638  0.067
H -0.032764 -7.150357 -0.203904  0.060
H -0.048485 5.944805 3.388105  0.118
H -4.377051 -0.349204 -1.049312  0.091
H 1.701194 4.253271 2.882533  0.116
H -1.210740 -0.954017 1.080034  0.123
H 2.593102 0.708583 -3.583427  0.118
H -1.524489 2.836200 -0.329446  0.067
H -0.479687 2.312324 -2.653209  0.093
H -2.255234 0.349900 -3.486750  0.098
H -0.591074 -5.327950 1.728252  0.091
H 0.050843 2.461645 0.389812  0.069
H 2.734133 -0.030725 1.539956  0.079
H 0.145120 1.113882 -4.330675  0.055
H -1.531836 -1.271368 -3.369386  0.054
H 0.978968 1.806654 -1.789171  0.036
H -3.242542 -7.399981 0.004969  0.070
H -3.175335 -1.358358 -1.861660  0.055
H 2.256890 6.234274 -0.962206  0.112
H 3.773852 2.917056 -3.366763  0.142
H -2.169908 -7.231312 -1.800688  0.066
H 0.408074 -4.265642 0.717636  0.045
H 1.552525 0.510888 3.888032  0.106
H 0.355635 7.723555 -0.337420  0.121
H -2.780748 1.315763 -1.370827  0.097
H -3.519048 -4.655326 1.326263  0.079
H 1.160989 -6.725177 1.020248  0.101
H 1.283309 -6.000441 -0.580987  0.079

Cartesian forces (eV/Å) of the 2 atoms listed first:
Br 0.62 -0.15 -0.08
Cu -1.73 0.49 0.46

***

(2)
Entry from the Open Molecules 2025 dataset: 4 unconnected molecules or ions with the total composition C28H44ClF9NO6Si (the ωB97M-V functional and the def2-TZVPD basis).

Properties
LUMO level = -4.36 eV
largest force on an atom = 0.036 Eh/bohr
HOMO-LUMO gap = 7.3 eV
net charge = +1

Each line ends with the Löwdin charge.
CARTESIAN COORDINATES (ANGSTROEM)
Cl 2.009015 -5.702324 -3.232036  0.794
Si -0.260715 -0.095764 0.039007  0.626
F -0.028503 -1.812641 -7.085530  0.169
F 4.845413 6.530749 5.316898  0.165
F -0.565073 0.262331 -6.982242  0.181
F 4.635060 6.065816 7.418935  0.168
F 6.542578 5.818698 6.445512  0.176
F -0.064455 -0.811840 -5.173911  0.131
F 0.275856 1.354278 5.809564  0.150
F -0.216421 -0.630829 5.114270  0.156
F 0.128413 -0.272988 7.208417  0.180
O -2.572369 0.087070 7.190887  0.183
O 2.582686 -1.038373 -6.986922  0.172
O -2.346901 1.311252 5.315758  0.025
O 3.551989 4.061045 6.042477  0.036
O 1.901608 0.987227 -6.280069  0.035
O 5.646361 3.425438 5.523420  0.170
N 1.011087 -4.371387 -2.718153  -0.313
C -1.391577 0.707334 -1.243197  -0.257
C 3.255420 1.491799 -6.334757  -0.186
C 3.276642 1.767070 6.808125  -0.057
C 0.849045 1.168019 0.886241  -0.171
C 5.230222 5.683612 6.283236  -0.547
C -2.377148 -3.162149 0.208835  -0.201
C -2.555720 -4.031712 -2.219012  -0.174
C 3.639828 1.872375 -7.747730  -0.054
C -0.910761 0.882841 -2.531316  -0.122
C -2.937671 1.853032 -3.238342  -0.084
C 3.054700 2.758725 5.685588  -0.200
C -0.989164 -4.320177 -4.270806  -0.164
C -2.209547 -3.584267 -3.675681  -0.174
C -3.751733 1.636797 5.341237  -0.197
C 4.860912 4.240712 5.908962  -0.396
C -1.912674 0.533876 6.301618  -0.398
C -0.417046 0.244890 6.114159  -0.533
C 0.956274 -1.229717 -0.938217  -0.181
C -3.451026 1.735592 -1.978977  -0.079
C -1.127518 -1.185451 1.334090  -0.225
C -2.484251 -1.820536 0.935394  -0.251
C 0.254336 -0.659712 -6.478937  -0.530
C -1.659950 1.451306 -3.531696  -0.081
C -4.035230 2.763191 6.311418  -0.057
C 1.731894 -0.274963 -6.632890  -0.406
C -1.897247 -3.045219 -1.248686  -0.212
C -2.669914 1.171305 -1.006988  -0.112
C 0.338062 -3.663634 -3.860550  -0.196
H -1.237425 1.541016 -4.523056  0.099
H 4.339957 1.614623 6.991942  0.080
H 3.649462 1.000830 -8.401985  0.080
H 1.111924 -2.139470 -0.347154  0.024
H 1.613891 -3.710203 -2.213608  0.126
H -0.814355 -3.227626 -1.246714  0.071
H -1.278606 -0.584495 2.236033  0.067
H -1.919916 -2.530543 -3.616967  0.096
H 1.019411 -3.751674 -4.709311  0.116
H 1.906620 -0.717070 -1.102821  0.039
H 2.920835 2.580361 -8.160865  0.087
H 0.330934 -4.788704 -2.076265  0.122
H -3.396242 -3.567239 0.159869  0.112
H 2.837367 2.136945 7.735383  0.090
H -3.643904 -4.053509 -2.145375  0.116
H -1.041502 -4.225045 -5.357298  0.119
H -3.548949 2.281227 -4.027506  0.114
H -3.027173 -2.026109 1.864650  0.109
H 1.416033 1.756482 0.160547  0.035
H -3.079989 1.052635 -0.006004  0.105
H -5.084152 3.052612 6.261774  0.086
H 1.600883 0.634092 1.481374  0.036
H -0.999849 -5.388199 -4.027939  0.116
H -0.444763 -2.007989 1.574458  0.077
H -3.062968 -3.653887 -4.349376  0.117
H 3.508622 2.420101 4.754135  0.126
H 3.271695 2.370287 -5.693294  0.127
H -3.135268 -1.167078 0.348844  0.090
H -4.005346 1.944080 4.328233  0.123
H 3.946659 0.764525 -5.910229  0.126
H 0.512539 -1.468712 -1.908160  -0.016
H 1.991469 2.881804 5.502617  0.105
H 2.827635 0.805702 6.563052  0.071
H -1.812936 -3.907099 0.779530  0.117
H -4.453212 2.046006 -1.714130  0.114
H -4.341081 0.749575 5.570714  0.126
H -3.417016 3.631125 6.079314  0.085
H 0.306232 1.818174 1.576146  0.033
H -2.097166 -2.027889 -1.596904  0.109
H -3.807362 2.467013 7.334966  0.080
H 0.243408 -2.597476 -3.666364  0.096
H -2.182382 -5.056891 -2.107382  0.108
H 4.630153 2.325018 -7.762136  0.088
H 0.101048 0.569983 -2.780138  0.092

Cartesian forces (eV/Å) of the 2 atoms listed first:
Cl -0.03 0.06 0.02
Si 0.55 -0.15 0.00

***

(3)
Entry from the Open Molecules 2025 dataset: a molecular structure, C28H44F6KN7O10S2 (the ωB97M-V functional and the def2-TZVPD basis).

Properties
LUMO level = 3.82 eV
largest force on an atom = 0.043 Eh/bohr
HOMO-LUMO gap = 6.2 eV
net charge = -2

Each line ends with the Löwdin charge.
CARTESIAN COORDINATES (ANGSTROEM)
K -1.740274 0.947175 0.965470  0.880
S -1.428145 -3.815473 4.019097  0.582
S -2.356995 -2.006888 2.080310  0.618
F 0.739334 -3.661894 5.514935  0.110
F -3.007733 -4.511736 1.414538  0.099
F -0.299591 -1.776738 5.361901  0.153
F -1.089700 -3.340726 6.612909  0.112
F -4.699054 -3.300037 2.010238  0.123
F -3.784522 -3.000738 0.076604  0.115
O 0.966246 1.051864 3.209727  -0.025
O -0.410491 -4.296384 3.120421  -0.301
O -3.051286 0.526755 -1.052076  -0.253
O -0.029051 1.794195 -0.551296  -0.171
O -0.624074 3.645789 -1.699040  -0.016
O -3.838172 2.254233 0.746305  -0.186
O -2.256375 -4.782712 4.678887  -0.291
O -0.813701 -0.242775 2.934118  -0.193
O -3.213045 -0.862509 1.983338  -0.327
O -1.276442 -2.193215 1.128529  -0.322
N 2.600739 0.729615 -0.668393  0.009
N -2.256227 -2.600567 3.510628  -0.274
N -4.690180 1.865229 -0.064098  -0.051
N 0.600335 0.484357 -2.926051  -0.124
N 1.917012 -1.453892 1.414572  -0.084
N -4.273190 0.983193 -0.951786  -0.249
N 0.316222 -1.769520 -1.098490  0.137
C -0.331501 2.447726 -1.587504  -0.701
C 1.337301 -1.270392 2.766222  -0.092
C -0.034817 -0.745888 -3.334690  -0.173
C 2.203260 -3.181331 -0.339861  -0.094
C -0.101300 -4.186550 -0.676330  -0.012
C 3.162579 -3.585770 1.948981  -0.041
C 3.235685 1.808241 -1.456622  -0.530
C -6.989991 -0.168832 -3.953009  -0.135
C -5.211648 0.616127 -1.940041  -0.164
C -0.469840 -3.085473 5.453122  -0.658
C 0.427451 -0.044917 2.966380  -0.671
C 3.057729 0.689560 0.732222  -0.181
C 4.716369 1.439136 -1.682292  -0.057
C -0.360257 1.588247 -2.870905  -0.095
C -3.528468 -3.268366 1.366724  -0.648
C -4.755065 -0.103551 -3.045571  -0.016
C 2.504359 2.035069 -2.815294  -0.091
C 1.855132 0.865145 -3.570924  -0.338
C 2.047281 -2.899426 1.153942  -0.359
C 3.166119 3.172034 -0.740391  -0.037
C 1.292526 -3.532303 -2.619076  -0.037
C -0.711097 -1.394495 -2.126354  -0.076
C -6.575403 0.927043 -1.838550  -0.030
C 0.919481 -3.167086 -1.183408  -0.465
C 2.841705 -0.286623 -3.734096  -0.062
C -7.443146 0.536659 -2.842775  -0.117
C -5.643619 -0.484742 -4.040529  -0.109
C 3.181071 -0.735341 1.246624  -0.181
H -5.271374 -1.041406 -4.893401  0.091
H 3.803096 0.112428 -4.066142  0.077
H 4.837330 0.357932 -1.777840  0.070
H 2.525992 -1.019317 -4.480147  0.065
H 1.633793 1.256517 -4.584975  0.136
H 0.439781 -3.475650 -3.295884  0.084
H 3.005011 -0.785172 -2.776467  0.059
H 5.110443 1.912033 -2.586349  0.071
H 5.340366 1.771626 -0.848784  0.067
H 1.107610 -3.334592 1.488480  0.099
H 3.244387 2.476781 -3.491790  0.113
H -1.286482 -2.284969 -2.376441  0.125
H 2.633409 -4.179644 -0.469366  0.124
H -0.992783 -4.208950 -1.307703  0.091
H -1.397891 -0.690580 -1.652107  0.098
H 1.056280 -1.043957 -1.102626  0.143
H -1.374302 1.179090 -2.887807  0.107
H 3.081199 -3.351214 3.011918  0.077
H 3.580184 3.953929 -1.387062  0.084
H 2.126178 3.419779 -0.515308  0.088
H -6.931454 1.468798 -0.976827  0.096
H 1.748703 2.811074 -2.682206  0.101
H -7.681066 -0.473762 -4.730210  0.083
H 0.755460 -2.161548 2.977327  0.078
H 3.743471 -0.733913 2.193461  0.119
H 3.084405 -4.671112 1.843535  0.079
H 4.064312 1.114776 0.801911  0.101
H 0.360792 -5.175364 -0.722985  0.097
H 3.797618 -1.263409 0.512410  0.101
H -3.703906 -0.346541 -3.083279  0.093
H 0.705343 -1.424648 -3.741463  0.071
H 4.155195 -3.282901 1.603446  0.072
H 2.138765 -1.200375 3.515432  0.120
H -8.494981 0.783169 -2.749626  0.089
H 2.916130 -2.480497 -0.788025  0.110
H 2.101763 -2.908886 -3.001826  0.069
H 1.599469 0.953411 -0.644976  0.063
H 3.739590 3.175313 0.189253  0.072
H 2.410471 1.273305 1.390861  0.112
H -0.793028 -0.598976 -4.121302  0.129
H -0.252944 2.243201 -3.746761  0.121
H -0.424028 -3.996000 0.343248  0.054
H 1.636501 -4.567740 -2.614360  0.090
H -0.115033 -1.694349 -0.165764  0.114

Cartesian forces (eV/Å) of the 2 atoms listed first:
K 0.63 0.60 0.61
S 0.25 -0.05 0.13

***

(4)
Entry from the Open Molecules 2025 dataset: a molecular structure, C28H44LiN3O2Si2 (the ωB97M-V functional and the def2-TZVPD basis).

Properties
LUMO level (alpha / beta) = 4.57 / 4.59 eV
largest force on an atom = 0.012 Eh/bohr
HOMO-LUMO gap (alpha / beta) = 3.8 / 2.6 eV
net charge = -2

Each line ends with the Löwdin charge.
CARTESIAN COORDINATES (ANGSTROEM)
Si -1.157719 -1.508783 -2.128206  0.540
Si 0.919213 0.947041 -3.198400  0.549
O -1.339619 -1.054128 2.553420  -0.226
O 1.045474 -0.500661 -0.780328  -0.148
N -2.015634 1.062468 0.791068  -0.090
N 0.776158 1.844265 2.037757  -0.240
N 1.655156 -0.982799 1.912215  -0.069
C -2.817383 -0.658458 -2.395874  -0.170
C -0.884768 -2.567853 -3.680481  -0.188
C -2.551527 -0.989103 3.000077  -0.420
C 4.276622 -2.172223 -0.423841  -0.099
C 3.535258 -2.459387 -2.698072  -0.145
C -0.623542 3.038191 0.342395  -0.172
C 0.904226 1.590166 3.472080  -0.217
C 1.672133 -0.883643 3.353020  -0.273
C 1.410995 0.196887 -4.872151  -0.186
C -0.392415 2.225751 -3.684486  -0.182
C 2.117247 -1.292048 -1.095688  -0.262
C 2.442221 1.842330 -2.545411  -0.155
C -2.984317 -1.793737 4.068843  -0.084
C -1.934288 2.281585 0.053047  -0.325
C -4.847052 -0.089424 2.945312  -0.124
C -4.292048 -1.758116 4.579443  -0.192
C 0.112255 -0.110711 -1.821039  -0.355
C -5.228952 -0.902777 4.001052  -0.203
C -1.150872 -2.608469 -0.623241  -0.138
C 4.513444 -2.599682 -1.709876  -0.174
C 2.337987 -1.785700 -2.356818  -0.100
C -0.185678 2.919098 1.805123  -0.217
C 2.065993 2.148657 1.440345  -0.085
C 3.040232 -1.567952 -0.018891  -0.167
C -3.521759 -0.068737 2.423326  -0.190
C 1.940990 0.539178 3.873850  -0.182
C -3.182042 0.881613 1.432785  -0.195
C 2.777927 -1.367852 1.350818  -0.187
Li -0.162052 -0.146881 1.524489  0.532
H 3.609932 -1.646167 2.018464  0.102
H -0.523526 0.609563 -1.285430  0.050
H -3.081002 -0.072740 -1.509624  0.020
H 2.589907 2.952544 1.992934  0.089
H 3.055925 2.202387 -3.375544  0.025
H 1.940132 2.474277 0.410278  0.057
H 3.683422 -2.839529 -3.701086  0.066
H -4.572708 -2.395636 5.413159  0.056
H -0.193816 -3.132875 -0.551259  0.041
H -3.998274 1.586165 1.198337  0.079
H -0.657968 2.871865 -2.846815  0.013
H -2.250789 -2.465553 4.506329  0.081
H -1.068498 2.706530 2.411568  0.116
H -5.577867 0.580001 2.495287  0.076
H -6.249363 -0.868522 4.373351  0.061
H 1.165471 2.537384 3.988315  0.112
H 0.162741 2.640690 -0.303505  0.068
H 0.693221 -1.199612 3.728821  0.090
H -1.265067 -2.012738 0.289185  0.022
H -0.796139 -1.952005 -4.578803  0.004
H 2.687608 1.256904 1.415414  0.068
H 1.938749 0.504634 4.969307  0.101
H -1.738628 -3.236678 -3.822416  0.021
H -2.784540 2.952890 0.278804  0.093
H 0.708582 -0.567543 -5.210845  0.006
H 1.438114 0.985466 -5.629691  0.020
H -1.308499 1.717828 -4.000985  0.017
H -1.982038 2.106818 -1.037440  0.072
H 1.578530 -1.674813 -3.112649  0.047
H -0.744719 4.094147 0.073956  0.098
H -1.954759 -3.348054 -0.647029  0.034
H 2.175708 2.700316 -1.923191  0.017
H 5.462483 -3.069318 -1.951515  0.075
H 3.046518 1.160470 -1.943126  0.034
H -0.077351 1.269856 3.835549  0.124
H -0.058805 2.860411 -4.510364  0.020
H 2.438589 -1.544350 3.798622  0.096
H -2.783874 0.015911 -3.256971  0.012
H 5.033850 -2.313316 0.341844  0.084
H 2.944172 0.854575 3.568130  0.094
H 2.399320 -0.263358 -4.819876  0.022
H 0.015070 -3.181598 -3.598084  0.022
H 0.241938 3.881271 2.152587  0.109
H -3.613636 -1.386602 -2.571630  0.024

Cartesian forces (eV/Å) of the 2 atoms listed first:
Si -0.27 -0.05 -0.07
Si -0.11 0.31 -0.18